# 1
88
Properties=species:S:1:pos:R:3:forces:R:3 method="wB97M-V/def2-TZVPD" energy_ev=-230288.2512 charge=+1 de_lowest_kcal_mol=15.3 gap_ev=6.65
Ca -0.71867 0.06431 0.38290 0.62 0.31 0.72
C -0.91489 -1.80334 -4.62621 0.00 -0.03 -0.13
Si -0.97890 -0.69957 -3.10850 0.07 0.00 -0.09
C 0.06543 0.81119 -3.53803 0.10 0.03 0.07
C -2.79506 -0.22149 -3.00515 -0.10 -0.03 0.03
C -0.40416 -1.43311 -1.51775 -0.28 -0.29 0.01
C -1.41816 -2.33708 -0.89922 0.07 0.12 0.00
C -1.79235 -3.58436 -1.42379 0.13 0.00 -0.13
C -2.74859 -4.35462 -0.80793 -0.10 -0.11 0.04
C -3.36166 -3.88981 0.35283 0.02 0.04 0.02
C -2.95889 -2.66666 0.83233 -0.05 0.02 0.10
N -2.02007 -1.91390 0.24515 -0.07 -0.01 -0.18
Si 1.30982 -2.10159 -1.54336 0.04 0.08 0.07
C 1.48136 -3.56872 -0.38377 -0.02 -0.10 -0.05
C 1.97972 -2.69827 -3.18534 0.17 0.02 -0.11
C 2.52006 -0.73419 -1.01412 -0.04 0.14 0.05
H -1.42544 -1.29491 -5.44823 -0.03 -0.01 -0.05
H -1.43249 -2.75110 -4.46578 -0.04 -0.03 0.01
H 0.09675 -2.03078 -4.96127 -0.04 0.03 0.02
H -0.45555 1.46547 -4.23836 -0.05 0.03 -0.06
H 0.99530 0.50549 -4.02331 0.04 -0.02 0.00
H 0.34346 1.40281 -2.66246 -0.04 0.03 -0.01
H -3.06372 0.45406 -3.81931 0.00 0.02 -0.06
H -3.08497 0.25056 -2.06999 0.00 0.07 0.05
H -3.41414 -1.11599 -3.11141 -0.01 -0.03 0.00
H -1.30900 -3.92477 -2.32957 0.01 -0.01 -0.01
H -3.02455 -5.31531 -1.22327 -0.01 -0.01 -0.01
H -4.12002 -4.46007 0.86745 -0.02 -0.02 0.01
H -3.39712 -2.25586 1.73798 -0.01 -0.03 -0.02
H 1.16446 -4.47663 -0.90256 -0.03 -0.02 0.00
H 0.87829 -3.48669 0.51766 -0.05 0.03 0.10
H 2.52121 -3.71874 -0.08910 0.05 0.00 0.01
H 1.33579 -3.45642 -3.63234 0.00 -0.04 0.00
H 2.95994 -3.15139 -3.01644 0.04 -0.03 -0.02
H 2.11521 -1.89962 -3.91880 -0.03 -0.01 0.04
H 2.13976 -0.13149 -0.17792 0.02 -0.05 0.05
H 2.70504 -0.03764 -1.83452 -0.06 0.03 -0.07
H 3.48751 -1.13682 -0.71011 0.07 -0.03 -0.04
S -2.89847 6.77002 -3.28373 0.04 -0.14 0.12
N -1.42540 6.30432 -2.82073 -0.04 -0.10 0.02
C -1.58219 5.18590 -2.12374 0.39 0.16 -0.04
C -0.50994 4.41397 -1.51576 -0.04 0.20 -0.13
C 0.82821 4.79697 -1.60549 0.03 -0.02 0.01
C 1.77918 4.01332 -0.99773 -0.05 -0.06 0.04
C 1.36112 2.86585 -0.32733 0.13 -0.05 0.00
N 0.09776 2.47945 -0.23631 -0.08 -0.09 -0.19
C -0.83758 3.24784 -0.82477 -0.29 -0.14 0.09
C -2.25334 2.81883 -0.70866 0.33 0.00 0.03
N -2.50364 1.68293 -0.03673 -0.23 0.11 -0.08
C -3.76590 1.30178 0.10972 -0.05 -0.01 0.01
C -4.84914 2.00944 -0.40036 0.04 0.01 -0.01
C -4.59932 3.15862 -1.11437 -0.01 -0.06 0.03
C -3.27941 3.57671 -1.27392 -0.01 0.21 -0.12
C -2.92215 4.78152 -2.00658 -0.44 -0.12 0.01
N -3.77663 5.59148 -2.61856 0.10 -0.03 0.02
H 1.08907 5.69482 -2.14895 -0.01 0.02 -0.01
H 2.82972 4.25911 -1.03671 0.02 0.02 -0.01
H 2.09893 2.22447 0.14139 -0.03 0.01 0.00
H -3.92727 0.37164 0.64249 0.01 -0.02 0.02
H -5.85334 1.64360 -0.24806 -0.03 -0.01 0.00
H -5.39591 3.74260 -1.55401 -0.03 0.02 -0.01
C 3.72444 1.92468 3.89915 0.04 0.03 0.03
C 2.22813 1.85411 3.81014 -0.06 0.01 0.06
C 1.39338 2.39947 4.78233 0.06 0.01 0.01
C 0.02138 2.27082 4.67513 0.01 -0.07 -0.08
C -0.46515 1.59492 3.56843 -0.01 0.00 0.09
Br -2.33380 1.30212 3.42240 -0.04 -0.04 -0.06
N 0.28541 1.08475 2.61297 -0.03 0.21 0.01
C 1.60926 1.21396 2.75007 0.03 -0.03 -0.05
H 4.03745 2.47485 4.78411 0.00 0.01 0.00
H 4.14949 2.42238 3.02734 0.01 0.00 -0.02
H 4.15872 0.92600 3.95592 -0.01 -0.03 -0.02
H 1.82102 2.91389 5.63401 -0.01 0.00 0.01
H -0.65037 2.66081 5.42412 -0.01 0.01 0.01
H 2.21512 0.75127 1.97770 -0.01 0.00 -0.03
Se -0.58010 -2.36428 3.58451 0.26 -0.11 0.02
N 0.68776 -1.73580 2.48546 -0.27 -0.29 -0.06
C 1.82463 -2.27422 2.88405 0.20 0.28 -0.21
C 3.10122 -2.03038 2.26476 -0.23 -0.01 0.05
C 4.19586 -2.63138 2.77381 0.08 -0.16 0.18
C 4.12226 -3.50539 3.92233 0.07 0.13 -0.17
C 2.95101 -3.76478 4.53569 -0.22 0.03 0.01
C 1.74984 -3.15042 4.03047 0.13 -0.16 0.17
N 0.55519 -3.33018 4.55290 -0.13 0.19 -0.16
H 3.15471 -1.39893 1.39042 -0.01 -0.01 0.03
H 5.16076 -2.47206 2.31005 0.01 0.01 0.01
H 5.03402 -3.95710 4.28789 0.02 -0.01 -0.01
H 2.88330 -4.41726 5.39438 -0.03 -0.01 0.01

***

# 2
74
Properties=species:S:1:pos:R:3:forces:R:3 method="wB97M-V/def2-TZVPD" spin_multiplicity=3 energy_ev=-62433.5348 charge=+1 de_lowest_kcal_mol=0.0 gap_ev="4.57 / 4.53"
Au 0.74092 -1.88247 -0.95097 2.22 0.37 2.43
C 0.53462 3.68711 1.11767 1.35 -0.76 -0.21
C -0.11066 2.99729 2.17470 0.33 0.91 -0.64
C 1.98135 2.08015 1.91068 -2.16 -0.86 2.27
C 1.83050 3.11986 0.94891 -2.21 1.62 -0.29
C 0.78678 2.02679 2.68494 2.61 -0.85 -1.01
C 0.00580 4.85436 0.38222 -0.23 0.52 -0.21
H -1.09287 4.85829 0.38744 0.23 0.10 -0.11
H 0.35340 4.85547 -0.65799 -0.17 0.08 0.12
H 0.33901 5.80060 0.83906 -0.16 -0.16 -0.18
C 2.86935 3.58357 0.01458 0.27 0.11 -0.50
H 2.42963 4.17888 -0.79583 0.17 -0.11 0.19
H 3.40262 2.73761 -0.43574 0.00 0.20 0.10
H 3.61603 4.21455 0.52351 -0.15 -0.16 -0.10
C 3.20409 1.28432 2.10811 0.43 -0.46 0.08
H 4.02422 1.89711 2.51340 -0.13 -0.16 -0.12
H 3.55187 0.84632 1.16246 0.03 0.11 0.16
H 3.02362 0.46066 2.80833 0.15 0.15 -0.10
C 0.56733 1.19347 3.88992 -0.14 -0.13 0.44
H 0.79973 1.75581 4.81047 -0.11 -0.24 -0.17
H 1.20526 0.30212 3.87997 -0.13 0.12 0.08
H -0.48207 0.87638 3.96351 0.18 -0.03 0.12
C -1.45046 3.31280 2.71974 -0.32 -0.11 0.01
H -1.40305 4.10808 3.47982 0.01 -0.17 -0.16
H -1.89519 2.42982 3.19455 0.00 0.21 -0.03
H -2.12248 3.65853 1.92547 0.06 -0.02 0.20
C -0.49637 -1.94740 -2.50093 1.14 1.00 -3.55
C -1.25395 -0.65258 -2.72229 -1.95 1.78 -1.34
C -2.69133 -0.75296 -2.17944 -0.35 0.05 -1.16
C -2.83572 -1.20391 -0.73219 -0.18 0.15 0.36
C -1.51467 -1.48034 0.05118 -1.86 0.12 1.12
C -1.38553 -2.98241 0.32133 -1.05 -1.84 2.20
C -1.20890 -3.90452 -0.91284 -0.13 -0.52 0.67
C -1.32267 -3.24001 -2.29023 0.30 -0.18 -0.13
H -3.24327 -1.46113 -2.81704 0.13 0.24 0.16
H -3.48809 -2.09441 -0.73189 0.41 0.26 0.32
H -3.22460 0.19204 -2.33030 0.20 -0.35 0.01
H -2.37096 -3.10000 -2.55339 0.11 0.21 0.16
H 0.17119 -2.11325 -3.35635 -0.53 0.11 -0.06
H -1.34613 -0.51888 -3.81676 -0.19 -0.45 0.32
H -0.96852 -3.97936 -3.02066 0.07 0.17 0.23
H -0.23827 -4.39900 -0.83982 0.08 -0.12 -0.11
H -2.30978 -3.31778 0.84117 -0.16 0.67 -0.68
H -1.96636 -4.70044 -0.85064 0.29 0.16 -0.06
H -3.39610 -0.42578 -0.18896 0.29 -0.29 -0.03
H -1.63748 -0.97871 1.02380 0.25 -0.19 -0.31
P -0.67811 1.29802 -2.48884 1.32 -1.52 1.38
C -0.35777 1.82825 -4.19744 0.58 -0.16 -0.25
C -2.10097 2.37132 -2.06981 -0.45 0.11 0.28
P -0.19137 -3.36922 1.83278 -0.78 2.30 -2.97
C 1.13126 -2.72750 0.88861 2.68 -0.42 2.10
C -0.68368 -2.15155 3.07904 0.09 -0.12 0.42
C -0.30900 -5.02893 2.51727 0.07 -0.37 0.06
H 0.73724 1.90324 -4.25766 -0.33 0.02 -0.39
H -0.79259 2.81868 -4.37155 0.12 -0.25 -0.02
H -0.71488 1.11151 -4.94458 0.01 0.25 -0.01
H -2.92279 1.85311 -1.56327 0.13 0.24 -0.07
H -2.47457 2.90179 -2.95382 -0.12 -0.21 0.24
H -1.70708 3.11698 -1.35721 -0.13 -0.27 -0.29
H -0.65289 -5.74117 1.75621 0.19 0.19 0.13
H -1.01998 -5.03554 3.35413 0.12 0.11 -0.24
H 0.67130 -5.34702 2.90117 -0.25 0.12 -0.19
H 2.15819 -2.80413 1.26011 -0.21 -0.26 0.06
H -0.69910 -0.84096 -0.37853 -0.29 0.05 0.12
H -0.09028 -2.32187 3.98812 -0.20 0.07 -0.15
H -1.75050 -2.26834 3.31565 0.23 -0.01 0.00
H -0.48725 -1.12696 2.73200 0.03 -0.46 0.05
F 3.65117 -1.48145 -0.29291 -1.16 -0.33 -1.00
C 2.87657 -1.64530 -1.41471 -0.31 -0.92 -0.73
F 3.25027 -2.81530 -2.03459 0.05 1.03 0.58
C 3.21788 -0.45793 -2.35722 0.08 1.21 -0.48
F 2.50003 -0.50808 -3.50635 0.44 -0.16 0.94
F 2.92751 0.72393 -1.73612 0.22 -1.27 -0.50
F 4.52960 -0.43222 -2.69314 -1.14 -0.25 0.43

***

# 3
86
Properties=species:S:1:pos:R:3:forces:R:3 method="wB97M-V/def2-TZVPD" energy_ev=-60067.7566 charge=+2 gap_ev="6.34 / 6.24"
Os -0.38421 0.20149 -0.01626 -0.43 -0.29 -0.38
O -0.38997 0.35880 -1.89404 0.09 0.43 0.45
C 0.67685 0.04537 -2.81301 -0.03 -0.14 -0.05
C 1.97465 0.63993 -2.28379 0.08 0.02 0.01
C 2.53917 0.13622 -0.97998 -0.05 0.12 0.05
C 3.91772 0.04024 -0.87490 -0.04 -0.02 0.01
C 4.49599 -0.33390 0.32034 0.03 0.01 0.02
C 3.67366 -0.58984 1.40298 0.01 0.05 0.00
C 2.30477 -0.47004 1.27050 0.01 -0.15 -0.03
C 1.43100 -0.70156 2.46646 0.03 0.22 0.05
C 0.55141 0.51811 2.79754 -0.02 -0.42 0.08
O -0.48812 0.58749 1.81134 0.13 0.65 -0.19
C -0.19056 0.36309 4.12380 0.07 0.02 0.01
C -0.08923 -0.76440 4.92792 -0.01 0.00 -0.03
C -0.80445 -0.84373 6.11837 0.00 0.00 -0.01
C -1.62752 0.19854 6.50715 0.00 -0.01 0.00
C -1.73545 1.32795 5.70382 -0.01 0.01 0.00
C -1.02013 1.40939 4.52299 0.00 0.01 0.02
C 1.37737 1.79682 2.77205 -0.08 0.10 -0.05
C 2.48983 1.89522 3.60366 -0.01 0.01 0.06
C 3.27707 3.03426 3.59331 -0.01 0.00 -0.02
C 2.95879 4.09718 2.75581 0.01 0.00 0.01
C 1.84065 4.01709 1.94441 -0.01 0.01 -0.02
C 1.05038 2.87180 1.95500 0.09 -0.06 -0.01
N 1.73794 -0.12730 0.08343 -0.12 -0.24 -0.03
C 0.34408 0.73609 -4.13323 0.03 -0.08 0.00
C -0.15417 2.03488 -4.11477 -0.03 0.02 -0.01
C -0.41716 2.70280 -5.30017 0.00 0.01 0.02
C -0.17715 2.08003 -6.51728 0.00 -0.01 0.00
C 0.32780 0.78975 -6.54198 -0.01 0.01 0.00
C 0.58575 0.11748 -5.35459 0.05 0.05 0.02
C 0.68163 -1.47198 -2.94614 -0.02 0.02 0.03
C 1.81878 -2.25396 -2.78401 0.01 -0.01 -0.06
C 1.74794 -3.64070 -2.91015 0.00 0.03 -0.01
C 0.54086 -4.25197 -3.20391 -0.01 0.00 0.01
C -0.59940 -3.47324 -3.38259 0.00 -0.01 0.03
C -0.52879 -2.09680 -3.25665 -0.01 -0.03 0.06
H 1.81970 1.72140 -2.20157 -0.01 0.00 0.04
H 2.74020 0.52042 -3.05059 0.00 0.00 0.01
H 4.52396 0.26313 -1.74174 0.01 0.01 0.00
H 5.57125 -0.41061 0.41370 0.00 -0.01 -0.01
H 4.08662 -0.85936 2.36422 0.01 -0.02 -0.01
H 2.09141 -0.90874 3.30511 -0.04 -0.02 0.04
H 0.79363 -1.58001 2.33456 -0.03 0.03 -0.07
H 0.54580 -1.59632 4.65447 0.01 -0.01 0.00
H -0.70949 -1.72356 6.74054 0.00 0.00 0.00
H -2.17802 0.13866 7.43620 0.00 0.00 0.00
H -2.36934 2.15008 6.00841 0.00 0.00 0.00
H -1.09349 2.29944 3.90951 0.00 0.00 0.00
H 2.72898 1.08910 4.28809 0.00 0.00 0.00
H 4.13565 3.09969 4.24812 0.00 0.00 0.00
H 3.57105 4.98852 2.75216 0.00 0.00 0.00
H 1.56968 4.85299 1.31253 0.00 0.00 0.00
H 0.15095 2.84325 1.35097 -0.01 0.01 -0.01
H -0.35024 2.52675 -3.16886 0.00 0.00 -0.01
H -0.80779 3.71146 -5.27602 0.00 0.00 0.00
H -0.38250 2.60135 -7.44231 0.00 0.00 0.00
H 0.52043 0.30035 -7.48714 0.00 0.00 0.00
H 0.98096 -0.88944 -5.39077 -0.01 -0.01 0.00
H 2.78234 -1.80129 -2.59157 0.00 -0.01 -0.01
H 2.64645 -4.23406 -2.80012 0.00 0.00 -0.01
H 0.48956 -5.32639 -3.32095 0.00 0.00 0.00
H -1.53916 -3.94379 -3.64148 0.00 0.00 0.00
H -1.41124 -1.49043 -3.42349 0.00 0.01 -0.01
N 0.15750 -2.98092 0.04097 0.03 -0.08 0.04
C -1.13818 -2.70027 0.11963 -0.11 -0.04 -0.07
N -1.98347 -3.69896 0.28506 0.04 -0.03 0.02
C -3.27816 -3.40050 0.36578 0.00 0.09 0.00
N -4.14986 -4.37342 0.53936 -0.03 -0.02 0.00
N -3.78936 -2.13239 0.26979 -0.07 -0.02 0.03
C -2.91970 -1.19597 0.13092 0.07 -0.02 0.01
N -1.56014 -1.38810 0.05554 0.37 -0.20 0.02
C -3.32258 0.21011 0.02347 0.01 -0.02 -0.01
C -4.62672 0.65074 0.04096 -0.06 0.01 -0.03
C -4.85794 2.01140 -0.11783 0.01 -0.02 0.00
C -3.78034 2.86283 -0.29852 0.02 -0.01 0.01
C -2.49704 2.33964 -0.29258 -0.02 0.01 0.02
N -2.28023 1.03778 -0.12214 0.08 -0.01 0.02
H 0.38064 -3.96339 -0.01639 0.00 0.00 -0.01
H 0.80596 -2.33976 -0.38970 -0.02 0.06 -0.03
H -3.83516 -5.32679 0.61899 0.02 0.01 0.00
H -5.13220 -4.16090 0.59724 0.00 0.00 0.00
H -5.42669 -0.06453 0.16711 0.00 0.01 0.01
H -5.86695 2.39998 -0.10704 0.00 -0.01 -0.01
H -3.92031 3.92480 -0.43958 0.00 0.00 0.00
H -1.62421 2.96546 -0.42641 0.00 0.01 0.01

***

no.,largest force on an atom (eV Å⁻¹)
1,1.00
2,3.86
3,0.69